1.
The following is a quantum chemistry calculation of a structure of composition C42H47CuF3Ge2IO4P, from the Open Molecules 2025 dataset.

```
101
Properties=species:S:1:pos:R:3:lowdin_charge:R:1
Cu -0.24203 -0.22249 -0.51092 0.14
I 2.22434 0.95056 -1.92714 1.00
C 3.08808 -0.72167 -1.00504 -0.62
C 4.44552 -0.67857 -0.85602 -0.20
C 5.14175 -1.80807 -0.38231 -0.12
C 4.46009 -2.96480 -0.14824 -0.07
C 3.05357 -3.03144 -0.31699 -0.18
C 2.38088 -4.26555 -0.15306 -0.07
C 1.03424 -4.32422 -0.33698 -0.11
C 0.29406 -3.14534 -0.58968 -0.15
C 0.85839 -1.89304 -0.71859 -0.15
C 2.30068 -1.86855 -0.67413 -0.23
H 4.98993 0.21902 -1.11814 0.07
H 6.21556 -1.75652 -0.24324 0.09
H 4.98384 -3.86284 0.16474 0.10
H 2.95920 -5.14802 0.10307 0.10
H 0.51023 -5.26931 -0.23679 0.09
H -0.78167 -3.25106 -0.63673 0.03
C -1.60086 1.14600 4.71172 -0.03
C -1.45453 2.11431 3.54266 -0.63
C -0.75253 3.39327 3.99274 -0.05
C -2.80703 2.44887 2.92481 -0.02
O -0.75369 1.40511 2.51485 -0.16
P 0.76619 1.57030 2.03401 0.27
O 1.14561 2.97484 1.74345 -0.29
O 0.98040 0.50683 1.00497 -0.37
O 1.52674 1.07343 3.40478 -0.18
C 2.93572 1.23952 3.59533 -0.65
C 3.28853 0.25136 4.70028 -0.04
C 3.22008 2.67038 4.04782 -0.05
C 3.71939 0.90570 2.32863 -0.05
H -2.17410 1.60278 5.52396 0.08
H -0.61209 0.86702 5.07911 0.08
H -2.11664 0.24257 4.37977 0.07
H -1.39611 3.91338 4.70795 0.08
H -0.55133 4.03998 3.14026 0.08
H 0.19924 3.16507 4.47475 0.07
H -3.48574 2.87166 3.67148 0.08
H -3.24981 1.54646 2.50242 0.06
H -2.67414 3.16587 2.11136 0.09
H 2.70600 0.47410 5.59730 0.08
H 4.35296 0.31055 4.94442 0.08
H 3.05423 -0.76372 4.37593 0.09
H 2.67981 2.87950 4.97525 0.08
H 2.88238 3.36624 3.27959 0.07
H 4.29058 2.80557 4.22921 0.08
H 3.49466 -0.10812 1.99477 0.08
H 4.79184 0.98788 2.52970 0.08
H 3.45893 1.59202 1.52039 0.08
C -3.29531 -2.65247 3.64657 -0.28
Ge -3.13924 -3.31308 1.78443 0.68
C -4.71298 -4.51684 1.61802 -0.27
C -1.61706 -4.56659 1.92058 -0.27
Ge -2.68453 -1.44408 0.20499 0.89
C -2.89258 -2.35149 -1.58894 -0.38
C -3.57044 -3.55557 -1.79850 -0.12
C -3.68130 -4.12740 -3.06296 -0.11
C -3.12232 -3.49436 -4.16408 -0.13
C -2.45455 -2.28926 -3.98620 -0.10
C -2.33923 -1.73322 -2.71737 -0.13
C -4.48793 -0.56554 0.21485 -0.35
C -5.17277 -0.24654 -0.96399 -0.11
C -6.38608 0.43181 -0.94240 -0.11
C -6.95458 0.82187 0.26472 -0.14
C -6.29173 0.52613 1.44851 -0.12
C -5.07825 -0.15530 1.41555 -0.16
H -3.53939 -3.48978 4.30753 0.00
H -4.06624 -1.88958 3.76313 -0.01
H -2.34009 -2.22996 3.96647 0.01
H -4.71364 -5.20295 2.47062 0.00
H -4.68385 -5.11367 0.70597 -0.01
H -5.64470 -3.94623 1.63075 0.01
H -1.64700 -5.08340 2.88489 0.01
H -0.67050 -4.03389 1.83514 0.00
H -1.65837 -5.31594 1.12603 0.01
H -4.03140 -4.05989 -0.96006 0.05
H -4.20814 -5.06782 -3.18572 0.09
H -3.20390 -3.93616 -5.15071 0.08
H -2.01196 -1.78182 -4.83602 0.09
H -1.80688 -0.79511 -2.59757 0.07
H -4.75068 -0.53526 -1.92000 0.09
H -6.88328 0.67054 -1.87595 0.09
H -7.89736 1.35691 0.28115 0.09
H -6.71438 0.82901 2.40056 0.09
H -4.57503 -0.36468 2.35285 0.06
F -5.69674 7.45550 -1.77869 0.11
C -6.22320 6.20632 -1.82334 -0.57
F -7.24044 6.19147 -0.93939 0.12
F -6.79406 6.10877 -3.05235 0.11
C -5.20795 5.14574 -1.57188 -0.16
C -5.42476 4.14387 -0.63528 -0.01
C -4.47637 3.15346 -0.44254 -0.02
C -3.28988 3.13487 -1.18751 -0.23
C -3.08564 4.16231 -2.12273 -0.02
C -4.03030 5.15113 -2.31427 -0.03
C -2.32307 2.10615 -0.99152 -0.12
C -1.51361 1.21112 -0.81109 -0.10
H -6.33831 4.12848 -0.05543 0.11
H -4.64800 2.37044 0.28378 0.09
H -2.16502 4.16534 -2.69128 0.11
H -3.85601 5.93695 -3.03995 0.11
```

Properties
2S+1: 2
Net charge: -2
Molar mass (g/mol): 1039.47
Expectation value of S²: 0.768
Electronic energy (eV): -235724.7965

=====

2.
The following is a quantum chemistry calculation of an isolated molecule of C3H6N2O, from the Open Molecules 2025 dataset.

```
12
Properties=species:S:1:pos:R:3:nbo_charge:R:1
C 0.31393 -0.52075 0.94881 -0.76
C 0.07411 -0.51940 -0.69777 0.49
N -0.02181 -1.57510 -1.39487 -0.69
N 0.04323 0.78556 -1.15821 -0.70
C -0.26433 1.50408 0.05587 0.56
O -1.37714 1.71573 0.44528 -0.53
H -0.29189 -1.37440 1.20166 0.23
H 0.06527 0.18942 1.78143 0.26
H 1.38446 -0.67710 1.06702 0.23
H -0.09182 -2.42970 -0.83833 0.35
H -0.51219 1.04768 -1.97129 0.41
H 0.66203 1.84021 0.54227 0.13
```

Properties
Molar mass (g/mol): 86.09
Electronic energy (eV): -8234.1402
SMILES string: [H]/N=C(\C)NC=O

=====

3.
The following is a quantum chemistry calculation of a structure of composition C25H32BrHfN8O3, from the Open Molecules 2025 dataset.

```
70
Properties=species:S:1:pos:R:3:nbo_charge:R:1
Hf 0.83034 -0.57902 -0.66013 1.95
O 4.40264 -2.61052 -0.04653 -0.62
C 3.52494 -1.78662 -0.28663 0.64
N 2.26554 -1.82452 0.14687 -0.83
C 1.98264 -2.86912 1.09587 -0.27
C 0.82264 -2.48752 1.96077 0.26
C 0.43604 -3.32902 2.99757 -0.24
C -0.58456 -2.94252 3.84657 -0.14
C -1.19696 -1.71622 3.62077 -0.26
C -0.76616 -0.95042 2.55707 0.05
N 0.22314 -1.31062 1.72637 -0.52
C 3.86244 -0.52742 -1.03203 0.15
C 5.14644 -0.38642 -1.54583 -0.19
C 5.55974 0.84948 -2.00663 -0.14
C 4.65154 1.90168 -1.95303 -0.23
C 3.37364 1.66078 -1.48333 0.05
N 2.96684 0.47348 -1.02323 -0.50
H 2.87154 -3.03752 1.72657 0.25
H 1.79494 -3.83432 0.60327 0.21
H 0.94944 -4.26732 3.13167 0.23
H -0.88626 -3.57452 4.66617 0.23
H -1.98816 -1.36322 4.26247 0.23
H -1.22466 0.01318 2.36487 0.19
H 5.79494 -1.24772 -1.53363 0.26
H 6.56494 1.00188 -2.37243 0.23
H 4.93134 2.89848 -2.25483 0.23
H 2.64414 2.46298 -1.45743 0.20
N 0.91204 1.48788 0.99047 -0.83
C 0.06334 2.56858 0.46127 -0.16
C 0.43314 3.95268 1.02377 -0.40
C -0.43816 5.14518 0.58937 -0.41
C -1.95096 4.90038 0.54687 -0.23
N -2.28806 4.27638 -0.71663 -0.58
C -3.25176 3.41518 -0.96813 0.67
N -4.26446 3.21688 -0.12043 -0.78
N -3.24746 2.79478 -2.15033 -0.77
C 0.08434 2.41768 -1.08793 0.82
O -0.10406 3.38758 -1.82113 -0.71
O 0.21974 1.23208 -1.49493 -0.77
H 0.83544 1.45478 2.00677 0.39
H 1.88684 1.71788 0.78687 0.39
H -0.97076 2.33988 0.75497 0.20
H 1.46594 4.19068 0.75327 0.22
H 0.39154 3.87638 2.11587 0.21
H -0.12506 5.47838 -0.40023 0.23
H -0.23986 5.96328 1.28367 0.23
H -2.47106 5.86128 0.62137 0.22
H -2.26556 4.27258 1.38577 0.19
H -1.48766 4.24738 -1.36873 0.46
H -4.30476 3.70598 0.75547 0.42
H -4.94326 2.49878 -0.29593 0.42
H -2.40456 2.81788 -2.70473 0.44
H -3.90396 2.05948 -2.34433 0.42
C -1.55346 -6.01932 -0.53433 -0.63
C -1.80516 -4.54302 -0.53073 -0.02
C -3.11036 -4.03722 -0.39653 -0.18
C -3.27896 -2.65912 -0.36233 -0.25
C -2.15626 -1.88322 -0.47073 0.15
Br -2.31546 0.02468 -0.36723 0.09
N -0.88616 -2.29582 -0.60763 -0.48
C -0.75866 -3.65242 -0.62443 0.04
H -2.49176 -6.56752 -0.57543 0.23
H -1.02356 -6.31942 0.37047 0.23
H -0.93936 -6.30672 -1.38623 0.24
H -3.96286 -4.69212 -0.33653 0.23
H -4.25256 -2.21292 -0.24483 0.23
H 0.25084 -4.00862 -0.77033 0.21
C 0.54854 -1.43192 -2.55393 -1.21
H 0.14814 -0.90852 -3.42523 0.21
H 1.00324 -2.38382 -2.83743 0.20
```

Properties
Net charge: +1
Molar mass (g/mol): 750.98
Electronic energy (eV): -115854.3870

=====

4.
The following is a quantum chemistry calculation of a cluster of 3 separate species, C33H58FN9O4P2 in total, from the Open Molecules 2025 dataset.

```
107
Properties=species:S:1:pos:R:3:lowdin_charge:R:1
C -0.92063 0.06598 3.27637 -0.05
C -1.71157 0.77338 2.07324 -0.27
F -2.29582 1.99414 2.63665 -0.11
C -2.98925 -0.11875 1.62768 -0.06
C -4.11468 -0.24416 2.71165 0.06
C -5.36965 -1.07136 2.36773 -0.03
C -5.45138 -1.74809 0.94769 -0.04
C -4.35463 -1.63034 -0.12851 0.06
C -3.08192 -0.77997 0.20929 -0.08
C -1.86699 -0.51647 -0.79857 -0.17
C -1.83760 -1.47303 -2.08591 -0.18
C -0.33656 -2.06336 -2.30576 -0.17
C 0.20745 -1.78168 -3.79392 -0.22
N 0.30199 -0.31754 -4.13103 0.00
C 1.55191 -0.04110 -4.87949 -0.44
N 2.72935 -0.06372 -4.28927 0.10
N 1.54295 0.32855 -6.33580 0.05
C -6.80869 -2.56982 0.64613 -0.27
O -6.80163 -3.68114 0.06550 0.05
C -8.14530 -1.85348 1.20265 -0.03
C -9.44455 -1.83568 0.33323 0.00
C -10.65913 -1.07801 0.94393 -0.06
C -10.58966 -0.36450 2.34298 -0.05
C -9.28988 -0.41327 3.18906 -0.01
C -8.06488 -1.15758 2.61178 -0.04
C -6.63384 -1.26227 3.35308 -0.25
O -6.51837 -1.50849 4.58103 0.05
H -1.69539 -0.51739 3.90209 0.09
H -0.15740 -0.65274 2.82191 0.09
H -0.42591 0.90768 3.88771 0.09
H -1.03386 1.04458 1.19908 0.13
H -3.99400 0.27340 3.72432 0.12
H -4.42546 -2.10618 -1.16244 0.10
H -0.89563 -0.62366 -0.19691 0.10
H -1.91697 0.59742 -1.11005 0.13
H -2.52018 -2.40026 -1.98861 0.10
H -2.08700 -0.88570 -3.04917 0.11
H -0.34402 -3.18902 -2.11502 0.11
H 0.42869 -1.61269 -1.58058 0.11
H -0.41319 -2.33764 -4.58547 0.13
H 1.28024 -2.19858 -3.82953 0.10
H -0.45403 -0.15553 -4.82490 0.10
H 3.47008 0.17942 -4.97392 0.06
H 0.74431 -0.15492 -6.77755 0.06
H 1.30480 1.34284 -6.38103 0.08
H -9.48377 -2.33638 -0.69626 0.11
H -11.64675 -0.97930 0.37059 0.09
H -11.48151 0.21226 2.76695 0.09
H -9.15851 0.09525 4.21029 0.11
O 1.78056 4.73042 2.30038 -0.31
P 0.99042 5.47359 3.39234 0.75
N -0.09049 6.15200 2.24382 -0.33
C -0.51266 7.53116 2.09592 -0.13
C -0.98552 5.22007 1.56290 -0.14
N 2.26565 6.59092 3.71130 -0.34
C 2.17843 8.03641 3.61710 -0.15
C 3.62926 6.17879 3.37973 -0.15
N 0.08940 6.25288 4.70999 -0.27
C 0.73508 6.01884 6.02694 -0.14
C -1.29776 5.76963 4.87855 -0.13
H -0.96970 7.94445 2.99933 0.07
H -1.24996 7.65480 1.29685 0.08
H 0.31946 8.16873 1.79678 0.06
H -1.84152 4.94910 2.19064 0.06
H -0.46710 4.29383 1.30152 0.06
H -1.36852 5.62493 0.62177 0.08
H 2.32608 8.38277 2.58844 0.08
H 2.95266 8.50856 4.23290 0.08
H 1.23730 8.42994 3.99675 0.07
H 3.82648 6.28176 2.30579 0.08
H 3.80690 5.14217 3.67081 0.07
H 4.36894 6.77826 3.91874 0.08
H 0.78655 4.94950 6.25811 0.08
H 0.18431 6.52555 6.82385 0.08
H 1.74786 6.41982 6.07301 0.07
H -1.33693 4.67684 4.93103 0.09
H -1.94781 6.10214 4.06961 0.07
H -1.74882 6.17697 5.78811 0.08
O 2.91006 -4.36381 -2.34522 -0.31
P 4.42875 -4.60379 -2.42892 0.76
N 4.51560 -3.93516 -4.00726 -0.32
C 5.15263 -4.47770 -5.19143 -0.13
C 4.25512 -2.50164 -4.12185 -0.17
N 4.26427 -6.31761 -2.53881 -0.34
C 4.75755 -7.15578 -3.61588 -0.15
C 3.04914 -6.92035 -1.99174 -0.15
N 6.18729 -4.85560 -2.43133 -0.27
C 6.64176 -5.55133 -1.20016 -0.14
C 6.98801 -3.61384 -2.48034 -0.13
H 6.21747 -4.68625 -5.05473 0.07
H 5.08184 -3.79908 -6.04698 0.08
H 4.65399 -5.38755 -5.52623 0.06
H 5.12971 -1.90605 -3.83500 0.07
H 3.42964 -2.19812 -3.47638 0.03
H 3.96475 -2.21275 -5.13545 0.07
H 4.06000 -7.17891 -4.46018 0.08
H 4.88437 -8.18856 -3.27118 0.08
H 5.74121 -6.85431 -3.97113 0.07
H 2.20384 -6.80900 -2.68174 0.08
H 2.78311 -6.46670 -1.03555 0.07
H 3.18736 -7.98770 -1.79527 0.08
H 6.39929 -4.96968 -0.30440 0.08
H 7.72120 -5.72224 -1.22789 0.08
H 6.19375 -6.53899 -1.08867 0.07
H 6.66643 -2.90029 -1.71495 0.09
H 6.93047 -3.12832 -3.45426 0.06
H 8.05123 -3.82485 -2.33298 0.08
```

Properties
Molar mass (g/mol): 725.83
Electronic energy (eV): -78043.0170
SMILES string: [H]/N=C(\N)NCCCCc1cc2c(cc1[C@H](C)F)C(=O)c1ccccc1C2=O.CN(C)P(=O)(N(C)C)N(C)C.CN(C)P(=O)(N(C)C)N(C)C

=====

5.
The following is a quantum chemistry calculation of a cluster of 5 separate species, C4H16N2O6 in total, from the Open Molecules 2025 dataset.

```
28
Properties=species:S:1:pos:R:3:nbo_charge:R:1
C 0.20737 -3.28318 -0.55633 0.54
N 0.33562 -2.02130 -0.26439 -0.58
C -1.69831 -1.26767 -1.53578 -0.64
C -0.34345 -0.92903 -1.00701 -0.15
C 0.53734 -0.48601 -2.16453 0.68
N 0.79267 -1.46003 -3.03296 -0.80
O 0.86414 0.68352 -2.37235 -0.67
O -0.14001 -3.68172 -1.58295 -0.63
H 0.48355 -3.94907 0.20678 0.11
H 0.52547 -1.85786 0.64656 0.40
H -2.42505 -1.02450 -0.79207 0.22
H -1.96408 -2.35693 -1.61406 0.25
H -1.94267 -0.67534 -2.37956 0.23
H -0.40708 -0.11753 -0.32133 0.23
H 0.43744 -2.42781 -2.91925 0.43
H 1.35654 -1.27474 -3.74090 0.39
H -0.94580 2.69906 -1.21750 0.47
H 0.53133 2.30221 -1.47864 0.52
O -0.02474 2.97812 -0.96487 -1.00
H 0.25895 2.78876 3.03038 0.51
H -0.66853 2.56548 4.35736 0.48
O -0.25285 2.13853 3.53776 -1.00
H 0.21687 -0.85946 4.31653 0.46
H 0.55257 0.56954 3.71164 0.51
O 0.94120 -0.32358 3.97185 -0.99
H 0.74010 3.08240 0.97061 0.51
H 0.91542 4.61155 1.49796 0.49
O 1.11598 3.57658 1.69705 -0.98
```

Properties
Molar mass (g/mol): 188.18
Electronic energy (eV): -19672.9969
SMILES string: C[C@@H](NC=O)C(N)=O.O.O.O.O

=====

6.
The following is a quantum chemistry calculation of a cluster of 2 separate species, CH3O4Si in total, from the Open Molecules 2025 dataset.

```
9
Properties=species:S:1:pos:R:3:nbo_charge:R:1
C -0.65274 -2.25333 -0.00789 0.46
O 0.45083 -2.03546 -0.53757 -0.71
O -1.34553 -3.24849 0.15803 -0.69
O -0.98295 0.82232 -0.31605 -1.27
O 1.07647 2.57230 -0.61431 -1.03
Si -0.50683 -0.43670 0.45263 1.52
H 0.29527 1.82896 -0.66789 0.53
H 1.03739 2.94132 0.24654 0.45
H 0.62809 -0.19092 1.28650 -0.26
```

Properties
Net charge: -1
Molar mass (g/mol): 107.12
Electronic energy (eV): -17155.4909

=====

no.,maximum force (eV Å⁻¹)
1,0.7
2,1.7
3,2.8
4,8.7
5,6.9
6,3.2